{
  "formula": "C19H23NOPSn",
  "method": "the ωB97M-V functional and the def2-TZVPD basis",
  "largest_force_ev_per_a": 2.0,
  "relative_energy_kj_mol": 158.8,
  "homo_lumo_gap_ev": 6.47,
  "homo_ev": -9.5025,
  "molar_mass_g_mol": 431.08,
  "charge": 1,
  "e_tot_ev": -38727.4986,
  "elements": ["C", "Sn", "N", "H", "H", "H", "H", "H", "H", "H", "H", "O", "P", "C", "C", "C", "C", "C", "C", "C", "C", "C", "C", "C", "C", "C", "C", "C", "C", "C", "C", "H", "H", "H", "H", "H", "H", "H", "H", "H", "H", "H", "H", "H", "H", "H"],
  "coordinates": [[-1.919, -3.485, -2.691], [0.008, -2.425, -2.721], [3.281, -1.288, -2.936], [0.120, -1.278, -4.034], [3.329, -0.292, -3.192], [2.293, -1.472, -2.622], [-1.774, -4.307, -3.426], [-2.723, -2.806, -2.973], [-2.092, -3.998, -1.736], [3.883, -1.486, -2.133], [3.510, -1.875, -3.743], [0.150, -0.885, -1.112], [-0.101, 0.047, 0.100], [-1.673, 0.866, -0.142], [-1.763, 1.976, -0.996], [-2.994, 2.606, -1.189], [-4.136, 2.139, -0.528], [-4.038, 1.039, 0.326], [-2.813, 0.403, 0.528], [-0.023, -0.914, 1.605], [-0.059, -0.296, 2.870], [0.030, -1.076, 4.029], [0.172, -2.465, 3.927], [0.229, -3.074, 2.670], [0.141, -2.303, 1.517], [1.134, 1.373, 0.201], [2.459, 1.145, -0.216], [3.421, 2.149, -0.060], [3.087, 3.364, 0.541], [1.790, 3.579, 1.004], [0.815, 2.589, 0.839], [-0.872, 2.357, -1.501], [-3.059, 3.466, -1.857], [-5.094, 2.648, -0.666], [-4.924, 0.667, 0.843], [-2.731, -0.443, 1.213], [-0.155, 0.790, 2.946], [-0.016, -0.586, 5.008], [0.229, -3.068, 4.832], [0.343, -4.155, 2.586], [0.203, -2.780, 0.538], [2.737, 0.165, -0.632], [4.445, 1.978, -0.400], [3.835, 4.141, 0.669], [1.514, 4.507, 1.505], [-0.199, 2.763, 1.210]]
}

{
  "formula": "C19H24AsF30O5S2",
  "method": "the ωB97M-V functional and the def2-TZVPD basis",
  "largest_force_ev_per_a": 2.0,
  "homo_lumo_gap_ev": 8.62,
  "homo_ev": -6.6315,
  "molar_mass_g_mol": 1041.39,
  "charge": -1,
  "e_tot_ev": -194369.5499,
  "elements": ["As", "F", "F", "F", "F", "F", "F", "C", "C", "C", "F", "F", "F", "F", "O", "C", "C", "F", "F", "F", "F", "H", "H", "H", "H", "C", "C", "C", "F", "F", "F", "F", "O", "C", "C", "F", "F", "F", "F", "H", "H", "H", "H", "C", "C", "C", "F", "F", "F", "F", "O", "C", "C", "F", "F", "F", "F", "H", "H", "H", "H", "C", "S", "O", "C", "H", "H", "H", "H", "H", "H", "C", "S", "O", "C", "H", "H", "H", "H", "H", "H"],
  "coordinates": [[6.023, 23.887, -9.622], [6.319, 24.256, -11.290], [4.327, 23.836, -10.055], [5.605, 23.414, -7.999], [7.658, 23.931, -9.114], [5.822, 25.560, -9.242], [6.233, 22.190, -9.979], [1.824, 19.657, -9.913], [0.648, 20.574, -10.144], [-0.277, 19.995, -11.213], [-0.964, 18.926, -10.723], [-1.179, 20.894, -11.629], [0.014, 20.900, -9.016], [1.083, 21.764, -10.682], [2.422, 20.114, -8.700], [3.349, 19.291, -8.151], [3.832, 20.079, -6.939], [2.837, 20.215, -6.040], [4.873, 19.495, -6.284], [2.840, 18.083, -7.893], [4.399, 19.163, -8.997], [2.553, 19.635, -10.722], [1.457, 18.644, -9.719], [0.324, 19.648, -12.058], [4.201, 21.053, -7.269], [1.467, 23.762, -15.122], [2.614, 23.193, -14.351], [3.241, 24.195, -13.378], [3.748, 25.241, -14.076], [2.270, 24.657, -12.548], [2.264, 22.110, -13.618], [3.592, 22.782, -15.205], [0.976, 22.769, -16.013], [-0.260, 22.982, -16.514], [-1.351, 22.520, -15.551], [-2.531, 22.451, -16.201], [-1.047, 21.291, -15.081], [-0.484, 24.304, -16.782], [-0.354, 22.311, -17.677], [1.851, 24.619, -15.694], [0.737, 24.287, -14.499], [3.983, 23.719, -12.733], [-1.457, 23.222, -14.720], [7.104, 19.429, -13.697], [6.690, 20.137, -12.420], [5.191, 20.292, -12.190], [4.582, 21.167, -13.017], [4.578, 19.077, -12.271], [7.153, 19.463, -11.329], [7.322, 21.327, -12.396], [6.977, 18.016, -13.507], [6.838, 17.289, -14.619], [6.620, 15.824, -14.185], [7.055, 15.000, -15.181], [7.265, 15.532, -13.055], [5.746, 17.686, -15.328], [7.910, 17.425, -15.432], [8.141, 19.660, -13.935], [6.446, 19.758, -14.506], [5.026, 20.707, -11.192], [5.547, 15.642, -14.089], [4.964, 28.483, -15.047], [6.292, 28.892, -13.887], [5.954, 30.239, -13.353], [5.785, 27.733, -12.605], [4.934, 27.415, -15.249], [5.103, 29.131, -15.908], [4.028, 28.753, -14.553], [4.775, 27.960, -12.274], [6.480, 27.898, -11.782], [5.913, 26.704, -12.940], [1.509, 23.454, -7.104], [1.390, 25.232, -6.794], [1.791, 25.437, -5.376], [2.806, 25.627, -7.787], [0.791, 22.998, -6.422], [2.509, 23.116, -6.836], [1.281, 23.199, -8.136], [2.761, 25.205, -8.793], [3.751, 25.274, -7.363], [2.995, 26.697, -7.909]]
}

{
  "formula": "C19H24BF2IN2O13P",
  "method": "the ωB97M-V functional and the def2-TZVPD basis",
  "largest_force_ev_per_a": 6.1,
  "homo_lumo_gap_ev": 7.51,
  "homo_ev": -6.1964,
  "molar_mass_g_mol": 695.09,
  "charge": -1,
  "e_tot_ev": -73192.9960,
  "elements": ["C", "C", "P", "C", "C", "C", "C", "O", "C", "N", "O", "C", "O", "C", "N", "C", "O", "F", "C", "O", "F", "C", "C", "C", "C", "I", "H", "H", "H", "H", "H", "H", "H", "H", "H", "H", "H", "H", "H", "H", "H", "H", "H", "H", "H", "H", "H", "H", "H", "H", "B", "O", "C", "O", "C", "O", "O", "O", "C", "O", "C", "O", "O"],
  "coordinates": [[-2.900, -4.703, 0.193], [-3.131, -3.765, 1.483], [-2.897, -1.908, 1.185], [-3.677, -1.536, -0.538], [-1.022, -1.437, 1.161], [-0.470, -1.075, 2.624], [-1.021, -1.998, 3.815], [-2.303, -1.539, 4.368], [0.037, -1.829, 5.051], [1.377, -2.410, 4.719], [-0.438, -2.724, 0.697], [-0.167, -2.642, -0.723], [-0.427, -3.448, -1.640], [0.616, -1.204, -0.780], [1.890, -1.543, -0.057], [2.878, -0.439, -0.096], [3.926, -0.598, 0.589], [2.758, 0.743, -0.870], [2.522, -2.622, -0.898], [2.810, -3.752, -0.487], [2.781, -2.242, -2.269], [-0.539, -0.377, 0.035], [-0.211, 1.139, 0.465], [-1.594, 1.970, 0.419], [-1.849, 2.907, 1.705], [-1.507, 3.359, -1.313], [-3.229, -4.250, -0.802], [-3.438, -5.726, 0.275], [-1.775, -4.954, 0.154], [-4.206, -3.933, 1.887], [-2.443, -4.188, 2.315], [-3.962, -0.435, -0.628], [-2.921, -1.890, -1.336], [-4.571, -2.259, -0.611], [-0.699, 0.024, 2.922], [0.687, -1.146, 2.575], [-1.025, -3.122, 3.581], [-2.475, -0.619, 4.055], [0.087, -0.702, 5.269], [-0.424, -2.313, 5.996], [1.734, -2.903, 5.551], [2.010, -1.586, 4.627], [0.661, -0.755, -1.834], [-1.299, -0.208, -0.828], [0.378, 1.250, 1.438], [0.449, 1.576, -0.383], [-2.497, 1.289, 0.214], [-1.884, 2.238, 2.639], [-1.036, 3.725, 1.769], [-2.860, 3.442, 1.518], [2.869, 4.701, -4.554], [2.125, 3.485, -4.924], [1.089, 3.392, -4.092], [0.270, 2.504, -4.121], [1.106, 4.520, -3.156], [0.300, 4.730, -2.271], [2.150, 5.301, -3.416], [4.258, 4.378, -4.188], [5.051, 5.056, -5.021], [6.258, 5.015, -4.995], [4.233, 5.839, -5.950], [4.645, 6.559, -6.828], [2.940, 5.639, -5.685]]
}

Question: What is the formula in the second record?
Answer: C19H24AsF30O5S2

Please write out number 3 again, unchanged.
{
  "formula": "C19H24BF2IN2O13P",
  "method": "the ωB97M-V functional and the def2-TZVPD basis",
  "largest_force_ev_per_a": 6.1,
  "homo_lumo_gap_ev": 7.51,
  "homo_ev": -6.1964,
  "molar_mass_g_mol": 695.09,
  "charge": -1,
  "e_tot_ev": -73192.9960,
  "elements": ["C", "C", "P", "C", "C", "C", "C", "O", "C", "N", "O", "C", "O", "C", "N", "C", "O", "F", "C", "O", "F", "C", "C", "C", "C", "I", "H", "H", "H", "H", "H", "H", "H", "H", "H", "H", "H", "H", "H", "H", "H", "H", "H", "H", "H", "H", "H", "H", "H", "H", "B", "O", "C", "O", "C", "O", "O", "O", "C", "O", "C", "O", "O"],
  "coordinates": [[-2.900, -4.703, 0.193], [-3.131, -3.765, 1.483], [-2.897, -1.908, 1.185], [-3.677, -1.536, -0.538], [-1.022, -1.437, 1.161], [-0.470, -1.075, 2.624], [-1.021, -1.998, 3.815], [-2.303, -1.539, 4.368], [0.037, -1.829, 5.051], [1.377, -2.410, 4.719], [-0.438, -2.724, 0.697], [-0.167, -2.642, -0.723], [-0.427, -3.448, -1.640], [0.616, -1.204, -0.780], [1.890, -1.543, -0.057], [2.878, -0.439, -0.096], [3.926, -0.598, 0.589], [2.758, 0.743, -0.870], [2.522, -2.622, -0.898], [2.810, -3.752, -0.487], [2.781, -2.242, -2.269], [-0.539, -0.377, 0.035], [-0.211, 1.139, 0.465], [-1.594, 1.970, 0.419], [-1.849, 2.907, 1.705], [-1.507, 3.359, -1.313], [-3.229, -4.250, -0.802], [-3.438, -5.726, 0.275], [-1.775, -4.954, 0.154], [-4.206, -3.933, 1.887], [-2.443, -4.188, 2.315], [-3.962, -0.435, -0.628], [-2.921, -1.890, -1.336], [-4.571, -2.259, -0.611], [-0.699, 0.024, 2.922], [0.687, -1.146, 2.575], [-1.025, -3.122, 3.581], [-2.475, -0.619, 4.055], [0.087, -0.702, 5.269], [-0.424, -2.313, 5.996], [1.734, -2.903, 5.551], [2.010, -1.586, 4.627], [0.661, -0.755, -1.834], [-1.299, -0.208, -0.828], [0.378, 1.250, 1.438], [0.449, 1.576, -0.383], [-2.497, 1.289, 0.214], [-1.884, 2.238, 2.639], [-1.036, 3.725, 1.769], [-2.860, 3.442, 1.518], [2.869, 4.701, -4.554], [2.125, 3.485, -4.924], [1.089, 3.392, -4.092], [0.270, 2.504, -4.121], [1.106, 4.520, -3.156], [0.300, 4.730, -2.271], [2.150, 5.301, -3.416], [4.258, 4.378, -4.188], [5.051, 5.056, -5.021], [6.258, 5.015, -4.995], [4.233, 5.839, -5.950], [4.645, 6.559, -6.828], [2.940, 5.639, -5.685]]
}